No. 1
15
Properties=species:S:1:pos:R:3:forces:R:3 method="wB97M-V/def2-TZVPD" lumo_ev="-0.48 / -0.48" homo_energy_ev="-8.6 / -8.6" molar_mass_g_mol=129.977 multiplicity=1 e_above_lowest_kj_mol=130.4 total_energy_ev=-19869.2875
C -2.164 1.027 0.181 -1.1 -0.8 -1.9
C -1.174 -0.069 -0.092 1.2 1.5 0.7
C 0.174 0.084 -0.117 -0.1 0.7 -0.1
C 0.800 1.432 -0.186 1.0 -1.4 0.0
S 2.415 1.712 -0.139 -0.8 -0.3 0.1
B 1.125 -1.192 -0.046 0.1 0.1 -0.1
O 1.535 -1.759 -1.217 0.4 -0.3 -0.1
O 1.400 -1.683 1.202 -1.2 1.1 0.0
H -2.459 1.063 1.232 -0.4 -0.5 -0.2
H -3.091 0.964 -0.589 2.1 0.4 2.0
H -1.552 1.892 0.076 -0.4 1.2 -0.4
H -1.496 -1.050 -0.152 -1.0 -1.9 -0.1
H 0.170 2.267 -0.397 -0.4 0.5 0.0
H 2.147 -2.510 -1.149 -0.4 0.4 0.1
H 2.170 -2.179 1.394 1.1 -0.9 -0.1



No. 2
15
Properties=species:S:1:pos:R:3:forces:R:3 method="wB97M-V/def2-TZVPD" total_charge=+1 lumo_ev=-8.12 homo_energy_ev=-13.5 molar_mass_g_mol=112.109 multiplicity=1 e_above_lowest_kj_mol=145.6 total_energy_ev=-10794.9099
H 0.489 3.014 -0.667 -0.1 -0.5 -0.2
O 2.016 1.191 -0.020 -0.3 -0.9 0.5
C 2.231 0.021 0.170 0.4 0.1 -0.2
C 1.010 -0.903 0.188 0.5 -0.6 -0.3
O 0.103 -0.488 -0.535 0.6 0.4 0.2
C -1.316 -0.853 -0.496 -1.0 -0.6 -0.3
C -1.910 0.189 0.461 -0.5 -0.3 0.7
O -1.462 1.457 0.220 2.6 -0.2 -1.0
Be 0.037 1.794 -0.271 -2.3 2.0 0.4
H 3.234 -0.417 0.279 -0.2 0.1 0.1
H 0.969 -1.868 0.712 -0.2 0.3 0.0
H -1.408 -1.890 -0.157 0.0 0.2 -0.1
H -1.650 -0.723 -1.530 0.2 0.0 0.2
H -1.654 -0.139 1.489 -0.1 -0.1 -0.1
H -3.007 0.090 0.356 0.3 0.1 0.0



No. 3
17
Properties=species:S:1:pos:R:3:forces:R:3 method="wB97M-V/def2-TZVPD" lumo_ev="-0.73 / -0.73" homo_energy_ev="-8.7 / -8.7" molar_mass_g_mol=276.912 multiplicity=1 e_above_lowest_kj_mol=119.6 total_energy_ev=-151974.0392
C 1.706 -0.567 0.297 -1.5 0.5 0.0
C -1.383 -0.431 1.382 -0.4 -0.4 -1.3
C 0.824 0.237 -0.635 -1.8 -1.3 0.8
C -1.256 -0.536 -0.112 3.3 1.0 -0.5
N 0.482 1.605 -0.405 -0.4 -0.5 0.6
O 0.539 2.005 0.732 0.1 0.7 1.0
O -0.020 2.204 -1.349 0.3 0.6 -0.4
O 0.938 0.015 -1.939 -0.7 0.6 -0.4
Br -1.110 -2.233 -0.895 0.1 -0.7 0.1
Br -2.330 0.575 -1.138 -0.9 0.3 -0.1
H 1.841 -1.378 -0.394 0.8 -0.9 0.2
H 1.114 -0.955 1.205 1.4 0.9 -1.4
H 2.634 -0.015 0.512 -0.4 -0.5 0.2
H -2.263 -1.052 1.544 -0.3 0.4 0.9
H -0.544 -0.867 1.933 -0.2 0.2 -0.2
H -1.507 0.638 1.540 -0.2 -0.2 0.7
H 0.337 0.754 -2.279 0.8 -0.8 -0.4



No. 4
21
Properties=species:S:1:pos:R:3:forces:R:3 method="wB97M-V/def2-TZVPD" lumo_ev=-0.70 homo_energy_ev=-10.2 molar_mass_g_mol=790.235 smiles=BrC(Br)Br.BrC(Br)Br.BrC(Br)Br.CO multiplicity=1 total_energy_ev=-636689.3699
Br 6.257 4.751 7.470 0.2 -0.8 -0.2
C 5.806 5.472 5.774 -0.8 0.4 -0.7
Br 4.216 4.620 4.896 1.2 0.2 0.4
Br 7.263 5.968 4.582 -0.3 -0.7 0.3
H 5.410 6.424 6.013 -0.4 0.7 0.2
Br 2.815 13.849 7.503 0.1 0.4 -0.1
C 4.172 13.578 6.183 0.1 -1.2 -0.7
Br 5.940 14.158 6.682 -0.4 0.5 -0.2
Br 3.628 13.992 4.332 0.2 0.3 0.8
H 4.280 12.503 6.096 0.0 0.0 0.1
Br 6.763 8.004 8.521 0.4 0.8 -0.2
C 6.848 9.697 7.563 0.0 0.3 -0.4
Br 8.050 9.624 5.951 -0.6 0.0 1.4
Br 7.173 11.311 8.668 0.0 -1.3 -0.5
H 5.836 9.805 7.180 0.4 0.3 -0.2
C 4.559 9.492 4.389 0.2 0.2 0.7
O 5.213 10.675 4.872 -0.7 -0.5 0.6
H 5.264 8.782 3.942 -0.1 0.2 -0.3
H 4.112 8.965 5.240 0.1 0.3 0.0
H 3.744 9.793 3.745 -0.1 -0.2 -0.5
H 5.896 10.932 4.262 0.4 0.1 -0.4



| no. | F_max (eV/A) |
| --- | --- |
| 1 | 3.0 |
| 2 | 3.1 |
| 3 | 3.4 |
| 4 | 1.5 |